1.
Here is a structure of composition C31H29AsHgN5O8S from the Open Molecules 2025 dataset. Energies are from the ωB97M-V functional and the def2-TZVPD basis.

Each line ends with the Mulliken spin population.
Positions of all 76 atoms, in Å:
Hg: -0.02 -0.41 1.11  -0.01
C: 4.02 -0.86 -0.93  -0.02
C: 2.69 -1.06 -0.25  0.14
N: 2.00 -0.03 0.22  0.27
N: 2.49 1.23 0.10  -0.08
C: 1.62 2.15 0.47  0.07
O: 0.43 2.00 0.92  0.05
C: 2.12 3.55 0.31  0.00
C: 3.05 3.88 -0.68  0.02
C: 3.45 5.19 -0.86  -0.01
C: 2.94 6.20 -0.06  0.03
C: 2.02 5.89 0.93  -0.01
C: 1.61 4.57 1.11  0.03
C: 2.14 -2.36 -0.12  0.16
C: 2.79 -3.52 -0.63  0.06
C: 2.22 -4.75 -0.47  0.00
C: 0.98 -4.88 0.20  0.19
C: 0.39 -3.71 0.67  -0.09
N: 0.93 -2.51 0.51  0.14
H: 4.25 0.20 -0.97  0.00
H: 4.00 -1.26 -1.96  0.01
H: 4.83 -1.38 -0.40  0.01
H: 3.43 3.08 -1.31  0.01
H: 4.16 5.43 -1.65  0.00
H: 3.25 7.23 -0.21  0.00
H: 1.61 6.67 1.56  0.00
H: 0.86 4.31 1.85  0.00
H: 3.74 -3.42 -1.15  0.03
H: 2.72 -5.63 -0.86  0.00
H: 0.50 -5.83 0.36  0.02
H: -0.55 -3.74 1.21  0.00
O: -1.35 -1.83 5.46  0.00
As: -1.76 -1.72 3.72  0.00
O: -1.85 -3.23 3.11  0.00
O: -0.59 -0.61 3.26  0.00
C: -3.49 -0.82 3.87  0.00
C: -3.93 -0.53 5.16  0.00
C: -5.14 0.11 5.38  0.00
C: -5.93 0.48 4.30  0.00
C: -5.50 0.20 3.01  0.00
C: -4.30 -0.46 2.79  0.00
S: -3.91 -0.82 1.07  0.00
O: -4.46 -2.14 0.83  0.00
O: -4.57 0.24 0.33  0.00
O: -2.45 -0.76 0.99  0.01
H: -0.59 -1.23 5.53  0.00
H: -3.31 -0.81 5.99  0.00
H: -5.46 0.33 6.39  0.00
H: -6.88 0.99 4.46  0.00
H: -6.09 0.48 2.15  0.00
C: -0.89 4.29 -1.35  0.00
N: -1.37 3.22 -2.24  0.00
N: -0.44 2.16 -2.30  0.00
C: -1.03 0.95 -1.90  0.00
O: -0.48 -0.13 -1.86  0.00
C: -2.41 1.30 -1.59  0.00
C: -2.55 2.62 -1.76  0.00
C: -3.74 3.46 -1.46  0.00
C: 0.72 2.33 -3.06  -0.01
C: 0.85 3.43 -3.91  0.00
C: 2.01 3.62 -4.64  0.00
C: 3.05 2.70 -4.55  0.00
C: 2.91 1.59 -3.73  0.00
C: 1.76 1.40 -2.98  0.00
H: 0.07 4.67 -1.72  0.00
H: -0.76 3.91 -0.33  0.00
H: -1.61 5.10 -1.37  0.00
H: -3.14 0.61 -1.23  0.00
H: -4.58 2.81 -1.25  0.00
H: -3.98 4.12 -2.29  0.00
H: -3.57 4.08 -0.57  0.00
H: 0.03 4.13 -3.99  0.00
H: 2.10 4.48 -5.29  0.00
H: 3.96 2.85 -5.12  0.00
H: 3.71 0.87 -3.64  0.00
H: 1.65 0.55 -2.32  0.00

Summary:
Relative energy (zero: lowest compared OMol25 entry of this formula, charge and spin)   0.1942 eV
LUMO level (spin up / spin down)   4.3 / 4.3 eV
Spin multiplicity   2
Net charge   -2

2.
Here is a structure of composition C9H17Cl2NO2Os in a non-equilibrium geometry from the Open Molecules 2025 dataset. Energies are from the ωB97M-V functional and the def2-TZVPD basis.

Each line ends with the natural charge from an NBO analysis.
Positions of all 32 atoms, in Å:
Os: 1.37 -1.37 1.71  1.13
Cl: 2.94 -2.28 0.31  -0.46
Cl: -0.37 -2.66 1.06  -0.58
C: -1.03 -0.92 -2.31  -0.40
H: -1.92 -1.15 -1.71  0.19
H: -0.45 -1.79 -2.61  0.20
C: 1.12 0.04 0.66  -0.40
C: -0.66 0.31 -2.53  -0.18
H: 0.03 0.14 0.41  0.17
C: 0.62 0.69 -3.25  -0.45
H: -1.39 1.15 -2.46  0.19
C: 1.91 0.16 -2.62  -0.39
H: 0.56 0.22 -4.25  0.21
H: 0.64 1.77 -3.45  0.20
C: 2.47 0.97 -1.48  -0.39
H: 1.77 -0.90 -2.38  0.22
H: 2.66 0.21 -3.42  0.20
C: 1.92 1.07 0.00  -0.48
H: 3.51 0.63 -1.38  0.21
H: 2.49 2.02 -1.81  0.19
H: 2.81 1.13 0.64  0.21
H: 1.44 2.04 0.20  0.20
N: -3.33 0.00 3.22  -0.67
C: -2.12 -0.34 2.44  -0.37
C: -0.96 -0.17 3.42  0.78
O: -1.29 0.14 4.56  -0.68
O: 0.27 -0.36 3.05  -0.72
H: -3.25 -0.44 4.16  0.47
H: -4.19 -0.28 2.76  0.42
H: -3.35 1.01 3.39  0.44
H: -2.20 -1.36 2.07  0.28
H: -2.04 0.34 1.59  0.24

Summary:
LUMO level (spin up / spin down)   -0.8 / -0.8 eV
Spin multiplicity   5

3.
Here is a cluster of 2 separate species, C4H14NOS in total in a non-equilibrium geometry from the Open Molecules 2025 dataset. Energies are from the ωB97M-V functional and the def2-TZVPD basis.

Each line ends with the natural charge from an NBO analysis.
Positions of all 21 atoms, in Å:
C: -0.07 1.04 -2.63  -0.63
C: -0.37 0.92 -1.16  -0.02
C: 0.79 1.44 -0.31  -0.44
C: 0.78 1.42 1.23  -0.50
S: 1.16 -0.25 1.85  -0.06
N: -0.60 -0.59 -0.78  -0.74
H: -0.03 2.12 -2.81  0.25
H: 0.82 0.53 -2.77  0.22
H: -0.84 0.70 -3.33  0.24
H: -1.30 1.50 -0.83  0.22
H: 1.11 2.44 -0.56  0.25
H: 1.66 0.74 -0.48  0.21
H: 1.53 2.06 1.54  0.24
H: -0.13 1.85 1.46  0.22
H: 2.46 -0.03 1.80  0.15
H: -0.08 -1.33 -1.37  0.46
H: -0.43 -0.94 0.23  0.47
H: -1.62 -0.72 -0.80  0.45
H: -2.37 -3.77 0.49  0.50
H: -3.27 -2.54 0.23  0.49
O: -2.33 -2.91 0.03  -0.98

Summary:
Relative energy (zero: lowest compared OMol25 entry of this formula, charge and spin)   1.3599 eV
LUMO level   -3.1 eV
Net charge   +1

4.
Here is a structure of composition C31H54BF2N6PPdS from the Open Molecules 2025 dataset. Energies are from the ωB97M-V functional and the def2-TZVPD basis.

Each line ends with the Mulliken charge.
Positions of all 97 atoms, in Å:
Pd: 0.57 -1.20 0.04  -0.16
N: -3.79 -4.50 -1.44  -0.39
C: -2.53 -4.50 -0.92  0.38
C: -1.96 -3.32 -0.39  0.07
N: -0.75 -3.32 0.13  0.55
C: -0.08 -4.49 0.15  -0.53
C: -0.65 -5.63 -0.38  -0.61
N: -1.87 -5.65 -0.91  -0.62
H: -4.28 -3.64 -1.60  0.19
H: -4.11 -5.34 -1.88  0.26
H: -2.50 -2.38 -0.41  -0.22
H: 0.92 -4.50 0.57  0.44
H: -0.10 -6.56 -0.37  0.39
N: -0.22 -1.06 5.33  -0.06
C: 1.25 -0.99 4.98  -0.94
C: 1.38 -0.76 3.49  -0.13
N: 0.68 -1.75 2.68  0.07
C: -0.72 -1.91 3.08  0.40
C: -0.91 -2.17 4.56  -1.09
H: -0.66 -0.17 5.07  0.27
H: -0.36 -1.17 6.33  0.39
H: 1.67 -1.95 5.29  0.38
H: 1.69 -0.19 5.58  0.45
H: 2.43 -0.75 3.22  0.09
H: 0.98 0.23 3.24  0.10
H: 1.17 -2.63 2.67  0.38
H: -1.16 -2.71 2.50  0.15
H: -1.25 -0.99 2.81  -0.39
H: -0.43 -3.10 4.89  0.40
H: -1.95 -2.18 4.86  0.45
F: 1.12 -2.43 -2.51  -0.21
B: 1.67 -1.53 -1.67  0.61
F: 2.32 -0.51 -2.33  -0.14
C: -3.49 2.22 2.20  -1.02
C: -3.95 1.10 1.27  -1.19
C: -2.78 0.45 0.51  0.15
C: -1.65 1.45 0.28  1.24
C: -1.06 1.88 1.64  0.23
C: -2.11 1.89 2.76  -0.56
P: -0.31 0.78 -0.79  -0.95
C: 0.95 2.13 -0.93  0.57
C: 2.01 2.12 0.18  -0.34
C: 3.25 2.89 -0.29  -0.25
C: 2.88 4.12 -1.14  -0.97
C: 1.50 4.62 -0.77  -0.94
C: 0.43 3.57 -1.13  -0.70
C: -0.97 0.69 -2.51  0.71
C: -1.62 -0.67 -2.83  0.12
C: -2.27 -0.61 -4.21  -1.18
C: -3.48 0.33 -4.19  -0.93
C: -3.34 1.43 -3.13  -0.45
C: -1.89 1.86 -2.96  -1.15
H: -4.22 2.39 2.99  0.55
H: -3.42 3.17 1.65  0.37
H: -4.68 1.49 0.55  0.32
H: -4.48 0.33 1.85  0.45
H: -3.14 0.04 -0.43  -0.10
H: -2.38 -0.41 1.07  -0.62
H: -2.06 2.33 -0.22  1.05
H: -0.62 2.87 1.55  0.42
H: -0.24 1.20 1.90  -1.26
H: -1.82 2.61 3.54  0.56
H: -2.17 0.91 3.25  -0.04
H: 1.47 1.81 -1.84  0.72
H: 2.27 1.09 0.44  -0.45
H: 1.61 2.59 1.08  0.30
H: 3.88 2.22 -0.88  -0.14
H: 3.84 3.20 0.58  0.45
H: 2.89 3.86 -2.20  0.35
H: 3.63 4.91 -1.02  0.51
H: 1.27 5.56 -1.29  0.55
H: 1.46 4.85 0.30  0.29
H: 0.14 3.70 -2.17  0.43
H: -0.46 3.75 -0.54  0.05
H: -0.05 0.73 -3.09  0.96
H: -2.38 -0.93 -2.09  -0.30
H: -0.86 -1.45 -2.78  0.20
H: -2.56 -1.61 -4.54  0.47
H: -1.52 -0.26 -4.93  0.36
H: -4.39 -0.24 -4.01  0.35
H: -3.61 0.79 -5.17  0.40
H: -3.73 1.07 -2.17  -0.21
H: -3.95 2.29 -3.39  0.58
H: -1.83 2.70 -2.28  0.38
H: -1.53 2.24 -3.92  0.52
S: 2.86 -2.37 -0.29  -0.44
C: 4.25 -1.37 -0.65  0.43
N: 4.87 -1.58 -1.83  0.05
C: 5.95 -0.91 -2.26  -0.38
C: 6.51 0.06 -1.45  -0.55
C: 5.91 0.30 -0.22  -0.30
C: 4.79 -0.40 0.18  -0.33
H: 4.47 -2.28 -2.43  0.27
H: 6.33 -1.17 -3.24  0.44
H: 7.38 0.60 -1.79  0.45
H: 6.33 1.06 0.43  0.45
H: 4.31 -0.20 1.13  0.17

Summary:
Relative energy (zero: lowest compared OMol25 entry of this formula, charge and spin)   0.3411 eV
LUMO level   -5.4 eV
Net charge   +2

5.
Here is a cluster of 2 separate species, C3H9NO3 in total in a non-equilibrium geometry from the Open Molecules 2025 dataset. Energies are from the ωB97M-V functional and the def2-TZVPD basis.

Each line ends with the natural charge from an NBO analysis.
Positions of all 16 atoms, in Å:
O: 0.43 -1.93 -1.38  -0.66
O: 2.14 0.41 0.70  -0.69
C: 0.63 -0.86 -0.73  0.61
N: -0.21 0.18 -0.63  -0.60
C: 2.04 -0.61 -0.27  -0.17
C: -1.62 0.12 -1.08  -0.42
H: 1.71 -0.07 1.43  0.46
H: 0.14 1.06 -0.25  0.43
H: 2.47 -1.61 -0.03  0.20
H: 2.56 -0.23 -1.17  0.21
H: -2.22 0.92 -0.61  0.20
H: -2.05 -0.85 -0.79  0.22
H: -1.69 0.22 -2.17  0.21
O: -1.32 1.43 2.16  -0.94
H: -2.10 0.89 1.89  0.47
H: -0.93 0.92 2.91  0.47

Summary:
Relative energy (zero: lowest compared OMol25 entry of this formula, charge and spin)   1.3460 eV
LUMO level   0.3 eV

6.
Here is a structure of composition C48H38GaNOP2S from the Open Molecules 2025 dataset. Energies are from the ωB97M-V functional and the def2-TZVPD basis.

Each line ends with the Mulliken charge.
Positions of all 92 atoms, in Å:
Ga: -0.33 1.07 0.95  1.01
C: 2.34 -5.11 -1.49  -1.73
C: 1.60 -3.93 -2.14  1.46
C: 1.39 -4.21 -3.64  -1.72
C: 0.25 -3.75 -1.46  0.76
C: -0.70 -4.77 -1.41  -0.19
C: -1.95 -4.60 -0.82  -1.69
C: -2.29 -3.36 -0.28  -0.47
C: -1.37 -2.33 -0.33  0.65
P: -1.78 -0.61 0.00  0.57
C: -2.09 0.03 -1.66  0.45
C: -1.46 1.19 -2.11  0.92
C: -1.66 1.65 -3.40  -0.83
C: -2.51 0.95 -4.25  -0.74
C: -3.12 -0.22 -3.83  -0.98
C: -2.90 -0.69 -2.54  -0.76
C: -3.23 -0.61 1.07  0.72
C: -4.52 -0.80 0.58  0.09
C: -5.60 -0.82 1.45  -0.86
C: -5.39 -0.66 2.82  -0.63
C: -4.10 -0.46 3.31  -0.95
C: -3.03 -0.43 2.43  -0.54
C: -0.12 -2.56 -0.88  -0.52
O: 0.68 -1.46 -0.84  -0.28
C: 1.96 -1.54 -1.31  -0.90
C: 2.74 -0.44 -1.00  0.81
C: 4.06 -0.42 -1.43  -0.43
C: 4.55 -1.48 -2.17  -1.63
C: 3.76 -2.59 -2.42  -0.39
C: 2.44 -2.66 -1.97  0.76
P: 2.10 0.77 0.21  1.36
C: 2.83 0.10 1.73  0.99
C: 2.27 -1.10 2.16  -0.64
C: 2.75 -1.74 3.29  -1.03
C: 3.80 -1.17 4.00  -0.68
C: 4.36 0.02 3.58  -0.91
C: 3.88 0.67 2.45  -0.48
C: 2.73 2.41 -0.20  1.82
C: 4.08 2.76 -0.18  -0.59
C: 4.48 4.03 -0.56  -1.13
C: 3.54 4.97 -0.97  -0.65
C: 2.20 4.64 -0.99  -1.05
C: 1.80 3.37 -0.61  -0.56
H: 1.77 -6.03 -1.61  0.42
H: 2.50 -4.93 -0.42  0.36
H: 3.31 -5.26 -1.96  0.40
H: 0.82 -5.13 -3.78  0.41
H: 2.34 -4.33 -4.15  0.41
H: 0.84 -3.39 -4.11  0.36
H: -0.47 -5.73 -1.86  0.47
H: -2.65 -5.41 -0.79  0.44
H: -3.27 -3.22 0.18  0.56
H: -0.81 1.76 -1.46  -0.24
H: -1.17 2.55 -3.74  0.54
H: -2.67 1.31 -5.26  0.44
H: -3.76 -0.77 -4.50  0.49
H: -3.34 -1.63 -2.24  0.51
H: -4.70 -0.90 -0.49  0.44
H: -6.60 -0.97 1.07  0.48
H: -6.23 -0.68 3.49  0.45
H: -3.94 -0.32 4.37  0.48
H: -2.03 -0.28 2.83  0.46
H: 4.71 0.41 -1.20  0.33
H: 5.57 -1.46 -2.53  0.45
H: 4.18 -3.43 -2.96  0.46
H: 1.47 -1.57 1.59  0.16
H: 2.31 -2.67 3.61  0.51
H: 4.18 -1.67 4.89  0.43
H: 5.18 0.46 4.14  0.46
H: 4.32 1.61 2.15  0.52
H: 4.83 2.05 0.13  0.31
H: 5.53 4.29 -0.54  0.46
H: 3.86 5.96 -1.26  0.43
H: 1.46 5.37 -1.31  0.49
H: 0.74 3.13 -0.63  0.07
S: -0.83 4.47 3.69  -0.24
C: 0.79 3.95 3.81  -0.55
C: 1.06 2.90 2.99  -0.59
C: -0.09 2.48 2.25  -0.31
C: -1.18 3.26 2.54  0.44
C: -2.47 3.20 1.83  1.44
C: -3.59 3.89 2.28  -1.13
C: -4.75 3.85 1.53  -0.68
C: -4.74 3.13 0.35  -1.05
C: -3.59 2.47 -0.02  -0.06
N: -2.46 2.49 0.70  0.58
H: 1.47 4.45 4.47  0.51
H: 2.03 2.45 2.93  0.52
H: -3.55 4.44 3.21  0.45
H: -5.63 4.37 1.86  0.47
H: -5.62 3.08 -0.29  0.53
H: -3.57 1.91 -0.94  0.33

Summary:
LUMO level   -5.7 eV
Net charge   +2

7.
Here is the ion C11H10NO3 with charge -1 in a non-equilibrium geometry from the Open Molecules 2025 dataset. Energies are from the ωB97M-V functional and the def2-TZVPD basis.

Each line ends with the natural charge from an NBO analysis.
Positions of all 25 atoms, in Å:
C: 2.79 0.32 1.62  -0.29
C: 1.88 1.36 1.54  -0.23
C: 2.56 -0.85 0.92  -0.32
C: 0.73 1.22 0.79  -0.24
C: 1.43 -0.99 0.14  -0.16
C: 0.48 0.04 0.09  -0.19
C: -0.58 1.21 -2.11  0.70
C: -0.63 -0.86 -2.91  0.87
C: -0.74 -0.08 -0.73  0.28
C: -2.17 -0.77 1.22  -0.60
C: -2.05 0.15 0.00  -0.45
N: -0.54 0.46 -3.15  -0.66
O: -0.55 2.37 -1.83  -0.57
O: -0.60 -1.74 -3.75  -0.63
O: -0.77 -1.20 -1.58  -0.54
H: 3.69 0.42 2.23  0.18
H: 2.07 2.29 2.06  0.19
H: 3.27 -1.67 0.97  0.19
H: 0.03 2.04 0.71  0.21
H: 1.25 -1.90 -0.41  0.21
H: -2.03 -1.80 0.92  0.21
H: -3.14 -0.67 1.70  0.19
H: -1.39 -0.51 1.94  0.22
H: -2.11 1.19 0.31  0.22
H: -2.87 -0.05 -0.69  0.21

Summary:
Relative energy (zero: lowest compared OMol25 entry of this formula, charge and spin)   0.0000 eV
LUMO level (spin up / spin down)   3.5 / 0.9 eV
Spin multiplicity   3
Net charge   -1

8.
Here is a cluster of 2 separate species, C9H13NO2 in total in a non-equilibrium geometry from the Open Molecules 2025 dataset. Energies are from the ωB97M-V functional and the def2-TZVPD basis.

Each line ends with the natural charge from an NBO analysis.
Positions of all 25 atoms, in Å:
C: 0.59 -2.92 -0.44  -0.68
C: 1.55 -0.59 -0.16  -0.29
C: 0.80 -1.67 0.39  -0.08
C: 1.78 0.53 0.59  -0.26
C: 0.37 -1.68 1.66  -0.22
C: 1.36 0.47 1.97  0.29
C: 0.53 -0.55 2.44  -0.28
O: 2.09 1.24 2.80  -0.74
H: 1.94 -0.50 -1.19  0.21
H: 2.35 1.47 0.37  0.22
H: 1.58 -3.54 -0.45  0.20
H: 0.35 -2.57 -1.47  0.21
H: -0.26 -2.48 2.10  0.20
H: -0.08 -0.31 3.39  0.20
H: 1.74 1.76 3.61  0.48
H: -0.27 -3.63 -0.13  0.20
C: -2.91 1.14 -1.80  -0.87
C: -1.54 1.60 -1.15  0.58
O: -1.08 1.39 -0.05  -0.60
N: -0.83 2.55 -2.00  -1.00
H: -2.63 0.52 -2.69  0.19
H: -3.37 2.06 -2.24  0.22
H: 0.01 2.85 -1.54  0.36
H: -0.55 2.17 -2.99  0.24
H: -3.51 0.69 -1.03  0.22

Summary:
Relative energy (zero: lowest compared OMol25 entry of this formula, charge and spin)   2.4705 eV
LUMO level (spin up / spin down)   3.2 / 3.2 eV
Spin multiplicity   2
Net charge   -1

Molecular weight in g/mol, matching the order above: 907.18, 432.38, 124.23, 729.08, 107.11, 808.58, 204.20, 167.21